ORCA calculation (the ωB97M-V functional and the def2-TZVPD basis) on C13H9BrO4 in the gas phase at a distorted geometry.

Cartesian coordinates (Å):
O 0.959 0.640 -4.681
O 2.464 0.917 -0.977
Br -1.811 -0.023 -3.320
O -0.744 -0.419 -0.598
O 1.732 2.152 -3.202
C 0.864 1.172 -3.570
C 1.465 0.271 -0.754
C 1.280 -0.232 0.603
C -0.058 -0.648 0.592
C -0.152 0.506 -2.735
C 0.216 0.185 -1.418
C -2.386 -1.580 4.247
C -1.527 -0.467 4.199
C -2.486 -2.465 3.153
C -0.820 -0.152 2.947
C -1.729 -2.183 2.057
C -0.903 -1.002 1.833
C 2.647 2.674 -4.166
H 2.062 -0.355 1.340
H -2.934 -1.814 5.126
H -1.449 0.067 5.158
H -3.199 -3.223 3.224
H -0.351 0.772 2.828
H -1.874 -2.963 1.342
H 2.137 2.993 -5.089
H 3.306 1.825 -4.498
H 3.291 3.354 -3.641

Properties
Molar mass = 309.1 g mol⁻¹
Orbital gap = 8.090 eV
HOMO level = -9.19 eV
LUMO energy = -0.0405 Ha
Calculated total energy = -91856.006 eV

---

ORCA calculation (the ωB97M-V functional and the def2-TZVPD basis) on 2 unconnected molecules or ions with the total composition C13H9ClNS2 at a distorted geometry.

Cartesian coordinates (Å):
C 4.661 2.438 1.893
C 4.214 3.274 0.855
C 3.063 2.940 0.139
C 2.358 1.764 0.455
N 1.198 1.434 -0.256
C 0.515 0.417 -0.327
S -0.381 -0.853 -0.424
C 2.821 0.923 1.487
C 3.969 1.259 2.204
H 5.553 2.709 2.459
H 4.750 4.192 0.605
H 2.669 3.558 -0.673
H 2.259 0.013 1.718
H 4.312 0.601 3.005
Cl -2.819 -4.974 -1.784
C -3.272 -3.360 -1.406
C -3.868 -3.057 -0.166
C -4.247 -1.729 0.110
C -3.951 -0.716 -0.785
C -3.141 -1.009 -1.914
S -2.132 0.152 -2.589
C -3.009 -2.361 -2.333
H -4.046 -3.857 0.549
H -4.749 -1.498 1.050
H -4.196 0.324 -0.591
H -2.531 -2.586 -3.280

Properties
Molar mass = 278.8 g mol⁻¹
Orbital gap = 5.747 eV
HOMO level = -2.93 eV
LUMO energy = 0.1036 Ha
Total charge = -1
Calculated total energy = -49310.855 eV

---

ORCA calculation (the ωB97M-V functional and the def2-TZVPD basis) on a molecular structure, C13H9N2O5OsSe at a distorted geometry.

Cartesian coordinates (Å):
O -2.179 -4.685 1.475
C -2.971 -3.837 1.578
Os -3.021 -1.235 0.163
O -0.170 -2.038 1.034
C -1.267 -1.778 0.724
C -4.393 -0.128 -0.735
O -5.186 0.549 -1.236
C -3.284 -0.681 1.973
O -3.327 -0.239 3.053
C -2.793 -2.389 -1.345
O -2.546 -3.012 -2.298
H -3.978 -3.668 2.067
C 0.713 0.613 -2.605
N 0.826 0.791 -1.166
C -0.201 0.919 -0.303
Se -1.998 0.980 -0.824
N 0.331 1.077 0.943
C 1.721 1.154 0.859
C 2.638 1.661 1.763
C 3.926 1.920 1.273
C 4.248 1.729 -0.081
C 3.282 1.261 -0.995
C 2.026 0.962 -0.473
H -0.318 0.353 -2.831
H 1.380 -0.195 -2.904
H 0.996 1.527 -3.130
H -0.229 1.177 1.784
H 2.339 1.828 2.787
H 4.699 2.289 1.939
H 5.267 1.960 -0.432
H 3.469 1.135 -2.057

Properties
Molar mass = 542.4 g mol⁻¹
Spin multiplicity = 5
Orbital gap (alpha / beta) = 4.978 / 5.742 eV
HOMO level (alpha / beta) = -16.18 / -20.26 eV
LUMO energy (alpha / beta) = -0.4115 / -0.5337 Ha
Total charge = +3
Calculated total energy = -94623.965 eV

---

ORCA calculation (the ωB97M-V functional and the def2-TZVPD basis) on C13H9N5 in the gas phase at a distorted geometry.

Cartesian coordinates (Å):
N 0.892 -4.820 -0.637
N 0.145 -3.685 -0.682
N -0.497 -0.743 -0.517
C 2.143 -4.517 -0.444
C -3.371 3.411 0.589
C -3.726 2.078 0.296
C -2.008 3.806 0.519
C -2.699 1.176 -0.018
C -1.014 2.875 0.219
C 3.317 -2.158 -0.046
C 2.992 -0.801 0.048
C -1.340 1.541 -0.033
C 2.286 -3.103 -0.283
C 1.671 -0.401 -0.087
C 0.984 -2.670 -0.450
C 0.668 -1.320 -0.391
N 1.090 0.859 -0.129
N -0.281 0.621 -0.307
H 2.878 -5.260 -0.380
H -4.152 4.102 0.897
H -4.759 1.731 0.374
H -1.824 4.846 0.725
H -2.943 0.153 -0.216
H 0.019 3.186 0.195
H 4.348 -2.471 0.082
H 3.731 -0.043 0.202
H 1.448 1.605 0.476

Properties
Molar mass = 235.3 g mol⁻¹
Orbital gap = 6.162 eV
HOMO level = -7.64 eV
LUMO energy = -0.0544 Ha
Calculated total energy = -21073.898 eV

---

ORCA calculation (the ωB97M-V functional and the def2-TZVPD basis) on 13 unconnected molecules or ions with the total composition C142H84O26 at a distorted geometry.

Cartesian coordinates (Å):
C 4.174 -8.915 0.019
C 5.358 -9.154 -0.499
C 6.308 -8.020 -0.969
O 7.431 -8.185 -1.396
C 5.775 -6.650 -0.826
C 4.641 -6.364 -0.143
C 3.671 -7.462 0.300
O 2.555 -7.248 0.676
H 3.470 -9.707 0.273
H 5.697 -10.177 -0.681
H 6.536 -5.901 -1.096
H 4.329 -5.368 0.169
C 1.457 -0.104 6.820
C 0.997 -1.046 7.586
C 0.913 -2.554 7.253
O 0.401 -3.364 8.001
C 1.381 -2.725 5.902
C 1.915 -1.819 5.110
C 2.089 -0.450 5.547
O 2.652 0.382 4.883
H 1.448 0.937 7.166
H 0.559 -0.751 8.558
H 1.422 -3.802 5.690
H 2.377 -1.951 4.157
C -2.682 -8.323 3.285
C -3.239 -9.211 2.458
C -2.571 -9.922 1.354
O -3.123 -10.724 0.623
C -1.251 -9.395 1.067
C -0.596 -8.461 1.806
C -1.337 -7.806 2.974
O -0.876 -6.950 3.717
H -3.124 -7.919 4.192
H -4.235 -9.606 2.558
H -0.816 -9.899 0.199
H 0.427 -8.173 1.559
C 6.464 5.274 -1.074
C 5.697 6.382 -1.285
C 4.598 6.381 -2.316
O 3.846 7.316 -2.516
C 4.481 5.130 -3.089
C 5.242 4.059 -2.879
C 6.310 4.028 -1.803
O 7.022 3.084 -1.694
H 7.220 5.219 -0.280
H 5.746 7.276 -0.682
H 3.687 5.091 -3.854
H 5.058 3.137 -3.391
C 8.970 0.179 -0.761
C 9.691 1.056 -0.059
C 9.149 1.914 1.038
O 9.790 2.620 1.765
C 7.756 1.680 1.366
C 7.043 0.843 0.668
C 7.558 -0.005 -0.492
O 6.857 -0.796 -1.149
H 9.338 -0.399 -1.604
H 10.721 1.199 -0.275
H 7.349 2.210 2.220
H 6.003 0.656 0.898
C -0.104 2.383 -4.298
C 0.471 1.665 -3.233
C -0.339 1.323 -2.137
C -1.578 1.935 -2.020
C -2.122 2.638 -3.072
C -1.437 2.780 -4.264
C -3.569 3.081 -3.129
O -4.045 3.496 -4.125
C -4.313 3.014 -1.853
C -5.653 3.433 -1.900
C -6.438 3.294 -0.717
C -5.880 2.705 0.419
C -4.614 2.157 0.370
C -3.791 2.301 -0.752
C -2.453 1.678 -0.803
O -2.001 0.993 0.104
H 0.498 2.581 -5.176
H 1.477 1.214 -3.271
H 0.059 0.637 -1.411
H -1.787 3.368 -5.094
H -6.051 3.778 -2.850
H -7.490 3.610 -0.816
H -6.530 2.649 1.283
H -4.251 1.564 1.234
C -1.480 -1.157 -6.480
C -1.599 -2.096 -7.475
C -0.624 -3.106 -7.576
C 0.509 -3.117 -6.758
C 0.579 -2.181 -5.701
C -0.421 -1.220 -5.521
C 1.726 -2.298 -4.654
O 1.811 -1.555 -3.735
C 2.580 -3.518 -4.689
C 3.572 -3.677 -3.671
C 4.483 -4.730 -3.847
C 4.423 -5.665 -4.869
C 3.353 -5.518 -5.747
C 2.477 -4.395 -5.784
C 1.424 -4.263 -6.837
O 1.328 -5.132 -7.664
H -2.247 -0.409 -6.384
H -2.396 -1.986 -8.223
H -0.692 -3.671 -8.496
H -0.376 -0.535 -4.678
H 3.535 -3.012 -2.812
H 5.321 -4.794 -3.180
H 5.132 -6.476 -4.996
H 3.310 -6.220 -6.565
C -1.841 4.372 2.421
C -1.965 3.235 3.221
C -3.128 2.885 3.889
C -4.249 3.729 3.768
C -4.157 4.917 3.054
C -2.946 5.295 2.432
C -5.374 5.821 2.834
O -5.403 6.752 2.079
C -6.547 5.564 3.739
C -7.598 6.485 3.803
C -8.732 6.226 4.495
C -8.822 5.008 5.209
C -7.755 4.094 5.185
C -6.598 4.364 4.367
C -5.533 3.313 4.284
O -5.730 2.223 4.741
H -0.993 4.614 1.740
H -1.123 2.558 3.254
H -3.077 1.998 4.495
H -2.836 6.198 1.829
H -7.536 7.461 3.325
H -9.416 7.065 4.509
H -9.734 4.767 5.770
H -7.917 3.131 5.686
C 0.092 -3.837 -1.372
C -0.290 -4.957 -0.689
C -1.575 -5.068 -0.139
C -2.542 -4.116 -0.324
C -2.250 -2.958 -1.064
C -0.919 -2.832 -1.624
C -3.459 -1.993 -1.365
O -3.188 -0.990 -2.025
C -4.799 -2.281 -0.842
C -5.863 -1.342 -1.086
C -7.090 -1.471 -0.436
C -7.314 -2.550 0.431
C -6.330 -3.504 0.628
C -5.040 -3.341 0.053
C -3.946 -4.267 0.315
O -4.130 -5.255 0.974
H 1.126 -3.720 -1.716
H 0.393 -5.772 -0.506
H -1.764 -5.973 0.429
H -0.639 -1.952 -2.190
H -5.706 -0.483 -1.743
H -7.845 -0.697 -0.577
H -8.272 -2.609 0.959
H -6.467 -4.310 1.346
C -2.929 -0.116 7.216
C -2.694 -0.977 6.123
C -3.697 -1.360 5.292
C -5.050 -0.892 5.479
C -5.270 -0.076 6.601
C -4.200 0.317 7.462
C -6.676 0.447 6.831
O -6.917 1.270 7.698
C -7.816 -0.075 5.945
C -9.115 0.244 6.173
C -10.094 -0.313 5.347
C -9.799 -1.143 4.301
C -8.435 -1.406 3.971
C -7.460 -0.941 4.842
C -6.109 -1.398 4.601
O -5.880 -2.187 3.746
H -2.149 0.253 7.884
H -1.746 -1.316 5.727
H -3.563 -1.928 4.373
H -4.357 0.929 8.356
H -9.413 1.009 6.880
H -11.041 0.098 5.652
H -10.531 -1.584 3.632
H -8.211 -2.056 3.146
C 3.879 3.253 3.551
C 5.278 3.360 3.517
C 5.800 4.581 3.163
C 4.996 5.691 2.758
C 3.619 5.545 2.819
C 3.059 4.316 3.256
C 2.703 6.704 2.578
O 1.515 6.546 2.518
C 3.258 8.063 2.515
C 2.367 9.162 2.381
C 2.874 10.473 2.103
C 4.282 10.662 2.113
C 5.137 9.592 2.282
C 4.630 8.301 2.459
C 5.598 7.061 2.487
O 6.771 7.218 2.328
H 3.443 2.268 3.822
H 5.942 2.536 3.779
H 6.871 4.750 3.236
H 1.971 4.257 3.298
H 1.278 9.076 2.368
H 2.215 11.315 1.917
H 4.734 11.616 1.915
H 6.204 9.858 2.213
C 4.501 0.942 -5.650
C 5.120 -0.234 -6.132
C 4.571 -0.988 -7.180
C 3.335 -0.520 -7.732
C 2.723 0.626 -7.252
C 3.297 1.323 -6.197
C 1.360 1.071 -7.791
O 0.858 2.030 -7.372
C 0.762 0.177 -8.945
C -0.451 0.604 -9.470
C -0.982 -0.109 -10.536
C -0.325 -1.252 -11.038
C 0.855 -1.636 -10.510
C 1.432 -0.903 -9.459
C 2.740 -1.281 -8.927
O 3.408 -2.219 -9.326
H 4.956 1.530 -4.875
H 6.067 -0.581 -5.772
H 4.971 -1.892 -7.630
H 2.920 2.231 -5.743
H -0.898 1.530 -9.096
H -1.911 0.210 -10.999
H -0.769 -1.936 -11.772
H 1.327 -2.575 -10.796
C -0.032 -3.849 2.656
C -0.826 -2.748 3.113
C -0.612 -1.439 2.748
C 0.480 -1.134 2.003
C 1.260 -2.141 1.489
C 0.995 -3.487 1.774
C 2.488 -1.891 0.634
O 3.211 -2.777 0.276
C 2.663 -0.408 0.267
C 3.643 -0.152 -0.673
C 4.005 1.161 -0.894
C 3.253 2.200 -0.423
C 2.047 1.924 0.281
C 1.804 0.618 0.738
C 0.797 0.278 1.769
O 0.372 1.168 2.447
H -0.165 -4.920 2.861
H -1.715 -2.947 3.682
H -1.384 -0.779 3.070
H 1.588 -4.273 1.279
H 4.197 -0.952 -1.090
H 4.937 1.385 -1.407
H 3.606 3.180 -0.628
H 1.560 2.746 0.819

Properties
Molar mass = 2206.2 g mol⁻¹
Orbital gap = 7.434 eV
HOMO level = -9.29 eV
LUMO energy = -0.0682 Ha
Calculated total energy = -201846.246 eV

---

ORCA calculation (the ωB97M-V functional and the def2-TZVPD basis) on a molecular structure, C14H10AuClN2O3.

Cartesian coordinates (Å):
Au 0.099 0.183 -0.020
O -1.527 0.053 4.180
C -1.999 -1.201 4.057
C -2.637 -1.726 5.184
C -3.158 -2.999 5.166
C -3.058 -3.792 4.023
C -2.428 -3.286 2.910
C -1.889 -1.991 2.900
C -1.227 -1.514 1.676
O -0.773 -0.266 1.699
N -1.116 -2.299 0.649
N -0.438 -1.679 -0.387
C -0.179 -2.311 -1.472
C 0.543 -1.777 -2.591
C 0.788 -2.668 -3.658
C 1.487 -2.284 -4.771
C 1.968 -0.970 -4.844
C 1.746 -0.076 -3.827
C 1.025 -0.447 -2.677
O 0.849 0.523 -1.792
H -1.118 0.328 3.342
H -2.705 -1.097 6.061
H -3.650 -3.385 6.050
H -3.469 -4.792 4.009
H -2.336 -3.880 2.013
H -0.534 -3.337 -1.514
H 0.409 -3.679 -3.575
H 1.669 -2.982 -5.576
H 2.525 -0.652 -5.715
H 2.111 0.941 -3.876
Cl 0.668 2.280 0.641

Properties
Molar mass = 486.7 g mol⁻¹
Orbital gap = 7.454 eV
HOMO level = -8.59 eV
LUMO energy = -0.0417 Ha
Calculated total energy = -40017.108 eV

---

ORCA calculation (the ωB97M-V functional and the def2-TZVPD basis) on C14H10BrN3 in the gas phase at a distorted geometry.

Cartesian coordinates (Å):
Br -0.929 2.847 -3.424
N 2.493 -1.888 1.177
N 1.928 -2.862 0.483
C 1.776 -0.802 1.442
C 0.567 4.154 0.170
C -0.008 4.040 -1.071
C 0.486 2.995 0.927
C -0.284 1.615 -0.858
C -1.228 -3.894 -0.866
C -2.027 -2.726 -0.631
C -0.389 2.805 -1.570
C 0.122 1.740 0.485
C 0.174 -3.896 -0.433
C -1.526 -1.576 0.008
C 0.477 -0.566 1.068
C 0.643 -2.800 0.106
C -0.134 -1.599 0.360
N 0.097 0.714 1.438
H 2.324 -0.057 1.964
H 0.870 5.112 0.642
H -0.169 4.935 -1.661
H 0.914 2.924 1.929
H -0.629 0.689 -1.353
H -1.652 -4.820 -1.377
H -2.984 -2.739 -0.990
H 0.917 -4.602 -0.494
H -2.146 -0.635 0.142
H 0.315 0.892 2.389

Properties
Molar mass = 300.2 g mol⁻¹
Orbital gap = 7.912 eV
HOMO level = -8.46 eV
LUMO energy = -0.0202 Ha
Calculated total energy = -89190.484 eV

---

ORCA calculation (the ωB97M-V functional and the def2-TZVPD basis) on a molecular structure, C14H10FeN4O3 at a distorted geometry.

Cartesian coordinates (Å):
O 0.090 1.486 2.803
C -0.005 0.582 2.084
Fe -0.272 -0.787 1.054
C -0.727 -1.857 2.391
O -0.987 -2.634 3.210
C -1.976 -0.403 0.774
O -3.088 -0.195 0.495
C 1.762 -1.245 0.905
C 1.868 -0.010 0.087
C 0.562 0.119 -0.620
C -0.137 -0.999 -1.092
C 0.105 -2.272 -0.563
C 1.066 -2.374 0.455
H 2.449 -1.311 1.756
H 2.073 0.865 0.739
H 2.748 -0.021 -0.583
H 0.287 1.116 -0.981
H -0.942 -0.865 -1.820
H -0.504 -3.132 -0.860
H 1.215 -3.337 0.951
C 5.380 2.812 4.219
N 4.376 2.457 5.012
C 3.494 1.528 4.672
N 3.488 0.829 3.501
C 4.450 1.121 2.650
C 5.508 2.178 2.984
N 6.340 2.249 1.924
C 5.855 1.322 1.007
N 4.720 0.640 1.404
H 6.092 3.577 4.512
H 2.701 1.291 5.383
H 6.355 1.151 0.038

Properties
Molar mass = 338.1 g mol⁻¹
Spin multiplicity = 5
Orbital gap (alpha / beta) = 5.146 / 4.183 eV
HOMO level (alpha / beta) = -5.71 / -7.99 eV
LUMO energy (alpha / beta) = -0.0207 / -0.1399 Ha
Calculated total energy = -61163.191 eV

---

The highest calculated total energy belongs to which entry?
C13H9N5

---

Number 5 is which compound?
C142H84O26

---

molar mass of number 8 (C14H10FeN4O3)?
338.1 g mol⁻¹

---

molar mass of number 4 (C13H9N5)?
235.3 g mol⁻¹